Below is a gas-phase ion, C8H12ClN3 (charge +2) in a non-equilibrium geometry, with properties calculated with ωB97M-V/def2-TZVPD.

Each line ends with the natural charge from an NBO analysis.
Element x y z (Å)
C1 0.99780 -1.41973 1.08141  0.23
C2 -3.13852 -0.48027 -0.15986  0.44
C3 -0.92627 -0.61814 0.35734  0.16
C4 1.48906 -0.27223 0.22572  -0.40
C5 -1.62505 0.54990 1.14571  0.03
C6 0.20630 0.18295 -0.45331  0.27
C7 2.23168 0.75821 1.08887  -0.60
C8 0.17447 0.27354 -1.93153  -0.71
N1 -0.25274 -1.58878 1.14333  -0.41
N2 -2.95908 0.51759 0.69498  -0.54
N3 -2.04508 -1.14134 -0.41268  -0.50
Cl1 -0.53088 1.83943 0.32542  0.39
H1 1.66389 -2.06323 1.63486  0.25
H2 -4.10616 -0.71405 -0.59080  0.29
H3 2.19511 -0.63107 -0.53176  0.28
H4 -1.48414 0.63202 2.22441  0.30
H5 3.19259 0.34755 1.38524  0.27
H6 1.67763 1.00003 1.99262  0.22
H7 2.42242 1.66877 0.52553  0.24
H8 0.91952 0.98422 -2.29070  0.28
H9 -0.79871 0.55526 -2.32855  0.25
H10 0.44539 -0.70037 -2.34797  0.29
H11 -3.70009 1.11014 1.05970  0.48
H12 -1.98452 -1.99627 -0.95808  0.48

The calculation puts the gap between HOMO and LUMO at 9.383 eV. The energy is -935.807785 a.u. As for the net charge: +2. The value obtained for the HOMO energy is -18.30 eV.